# 1
12
Properties=species:S:1:pos:R:3 method="wB97M-V/def2-TZVPD" homo_lumo_gap_ev=10.442 relative_energy_kcal_mol=83.4 e_tot_ha=-286.2102 homo_ev=-9.35 spin_multiplicity=1 smiles=C#C[C@@H]1N[C@@H]1C#C
C 2.289 -0.165 -0.934
C 1.091 -0.246 -1.016
C -0.346 -0.350 -1.142
N -1.202 0.817 -0.932
C -1.217 -0.245 0.073
C -0.624 -0.022 1.374
C -0.152 0.179 2.463
H 3.352 -0.099 -0.851
H -0.688 -1.000 -1.945
H -0.643 1.598 -0.593
H -2.135 -0.829 0.077
H 0.275 0.363 3.425

***

# 2
95
Properties=species:S:1:pos:R:3 method="wB97M-V/def2-TZVPD" homo_lumo_gap_ev=4.782 relative_energy_kcal_mol=8.4 e_tot_ha=-7514.3923 homo_ev=-0.83 spin_multiplicity=1 total_charge=-2
Zr 0.396 -1.363 -0.607
O 1.398 0.410 -0.732
C 1.443 1.648 -0.153
C 0.264 2.487 -0.689
C -1.109 2.066 -0.246
C -1.997 3.035 0.210
C -3.290 2.675 0.538
C -3.663 1.356 0.376
C -2.727 0.436 -0.083
C -3.106 -0.993 -0.279
C -2.474 -1.885 0.819
O -1.105 -1.920 0.701
C -2.849 -1.269 2.174
C -4.165 -1.264 2.630
C -4.502 -0.628 3.816
C -3.522 0.013 4.567
C -2.207 0.002 4.123
C -1.874 -0.637 2.934
C -3.011 -3.320 0.723
C -2.812 -4.177 1.803
C -3.199 -5.505 1.740
C -3.788 -6.007 0.585
C -3.976 -5.167 -0.501
C -3.592 -3.832 -0.430
N -1.463 0.778 -0.364
C 2.725 2.374 -0.618
C 3.128 3.591 -0.072
C 4.258 4.240 -0.543
C 5.008 3.676 -1.571
C 4.615 2.462 -2.113
C 3.479 1.815 -1.640
C 1.428 1.521 1.369
C 0.821 2.453 2.205
C 0.842 2.287 3.585
C 1.472 1.185 4.147
C 2.087 0.254 3.319
C 2.070 0.426 1.943
H 0.401 3.550 -0.480
H 0.333 2.365 -1.770
H -1.667 4.063 0.298
H -3.995 3.413 0.904
H -4.666 1.023 0.611
H -4.194 -1.089 -0.268
H -2.735 -1.324 -1.253
H -4.930 -1.774 2.053
H -5.531 -0.633 4.158
H -3.782 0.511 5.493
H -1.432 0.496 4.700
H -0.852 -0.650 2.577
H -2.333 -3.796 2.697
H -3.028 -6.156 2.589
H -4.077 -7.049 0.526
H -4.397 -5.545 -1.425
H -3.722 -3.214 -1.310
H 2.560 4.029 0.743
H 4.561 5.184 -0.104
H 5.895 4.179 -1.938
H 5.192 2.010 -2.912
H 3.159 0.868 -2.057
H 0.302 3.306 1.786
H 0.348 3.015 4.219
H 1.477 1.050 5.222
H 2.577 -0.618 3.735
H 2.549 -0.302 1.302
O -1.833 0.093 -3.091
C -2.042 1.348 -3.673
C -0.784 2.051 -4.123
C -0.694 3.440 -4.136
C 0.503 4.027 -4.508
C 1.565 3.208 -4.859
C 1.373 1.833 -4.836
N 0.225 1.268 -4.479
H -1.527 -0.531 -3.779
H -2.537 1.971 -2.919
H -2.728 1.265 -4.529
H -1.539 4.043 -3.820
H 0.613 5.105 -4.500
H 2.527 3.622 -5.129
H 2.161 1.137 -5.109
Se -0.638 -3.247 -2.370
Te -1.874 -3.011 -4.486
Te 1.673 -2.325 -5.412
Se 1.718 -2.401 -2.962
N 1.701 -2.471 0.194
C 2.947 -2.652 0.681
C 4.090 -2.114 0.038
C 5.351 -2.217 0.600
C 5.546 -2.860 1.819
C 4.442 -3.409 2.462
C 3.174 -3.319 1.910
H 3.945 -1.606 -0.907
H 6.199 -1.782 0.081
H 6.534 -2.931 2.258
H 4.572 -3.920 3.412
H 2.315 -3.749 2.411

***

# 3
36
Properties=species:S:1:pos:R:3 method="wB97M-V/def2-TZVPD" s_squared=2.010 homo_lumo_gap_ev="5.082 / 5.062" relative_energy_kcal_mol=0.0 e_tot_ha=-1208.0191 homo_ev="0.61 / 0.61" spin_multiplicity=3 total_charge=-2
C -2.336 -1.002 0.029
C -1.739 -1.223 -1.273
C -1.380 0.056 -1.794
H -1.568 -2.196 -1.744
C -1.665 1.036 -0.820
C -2.355 0.447 0.282
H -2.566 0.908 1.242
H -2.600 -1.788 0.766
H -0.935 0.233 -2.777
H -1.400 2.107 -0.877
Pd -0.485 -0.447 0.451
Cl 0.291 -2.640 1.182
C 2.344 0.007 0.400
C 1.795 1.252 -0.141
C 1.425 0.998 -1.521
H 1.769 2.178 0.361
C 1.693 -0.382 -1.831
C 2.260 -0.988 -0.673
H 2.572 -2.047 -0.553
H 2.804 -0.108 1.333
H 0.974 1.743 -2.167
H 1.400 -0.898 -2.737
C 1.246 -0.394 3.642
C -0.035 0.338 3.314
C -1.239 -0.544 3.596
C -0.116 1.611 4.191
O 0.035 0.843 1.992
H 1.269 -0.616 4.701
H 2.109 0.240 3.385
H 1.246 -1.352 3.106
H -1.286 -0.762 4.657
H -2.160 -0.025 3.283
H -1.076 -1.501 3.086
H 0.719 2.259 3.964
H -1.008 2.169 3.948
H -0.118 1.309 5.258

***

# 4
19
Properties=species:S:1:pos:R:3 method="wB97M-V/def2-TZVPD" s_squared=0.750 homo_lumo_gap_ev="2.651 / 11.978" relative_energy_kcal_mol=13.2 e_tot_ha=-198.8114 homo_ev="1.56 / -7.70" spin_multiplicity=2 total_charge=-1
C -1.872 0.988 -1.791
C -1.549 1.459 -0.379
H -2.942 0.794 -1.964
H -1.579 1.663 -2.596
H -1.423 0.022 -2.050
H -1.876 0.810 0.438
H -2.222 2.280 -0.117
H -0.489 1.669 -0.476
C 1.325 -1.158 1.332
C 0.394 -1.659 0.211
C 2.076 0.151 1.028
H 0.759 -1.093 2.261
H 2.098 -1.899 1.417
H -0.682 -1.508 0.335
H 1.479 1.025 1.233
H 2.875 0.167 1.779
H 0.566 -2.731 0.067
H 0.581 -1.179 -0.748
H 2.481 0.198 0.021

***

# 5
9
Properties=species:S:1:pos:R:3 method="wB97M-V/def2-TZVPD" homo_lumo_gap_ev="8.852 / 9.435" relative_energy_kcal_mol=171.9 e_tot_ha=-205.1171 homo_ev="-8.78 / -9.21" spin_multiplicity=1
C -0.105 -1.621 -0.813
N -0.322 1.224 1.361
N 0.141 2.012 0.267
N -0.792 1.035 0.081
H -0.835 -1.459 -1.577
H 0.925 -1.424 -1.020
H -0.382 -2.065 0.117
H 0.299 0.481 1.701
H 1.072 1.817 -0.116

***

# 6
9
Properties=species:S:1:pos:R:3 method="wB97M-V/def2-TZVPD" homo_lumo_gap_ev="8.635 / 6.175" relative_energy_kcal_mol=0.0 e_tot_ha=-1971.0546 homo_ev="-9.50 / -7.57" spin_multiplicity=1
C -0.605 -0.439 -0.091
C 0.676 0.390 0.227
C 0.644 -1.135 -0.166
H -1.286 -0.559 0.769
H 0.853 0.717 1.259
H 1.209 1.004 -0.526
H 0.837 -1.782 0.702
O -1.450 0.070 -1.258
Zn -0.878 1.734 -0.916

***

# 7
10
Properties=species:S:1:pos:R:3 method="wB97M-V/def2-TZVPD" homo_lumo_gap_ev=9.500 relative_energy_kcal_mol=128.0 e_tot_ha=-209.9598 homo_ev=-8.54 spin_multiplicity=1
C 2.239 -0.338 0.268
C 1.036 -0.386 0.315
C -0.417 -0.389 0.447
C -1.169 0.871 0.654
N -1.093 -0.213 -0.854
H 3.307 -0.310 0.229
H -0.785 -1.284 0.956
H -0.503 1.682 0.308
H -2.066 0.085 -0.771
H -0.550 0.282 -1.552

***

# 8
3
Properties=species:S:1:pos:R:3 method="wB97M-V/def2-TZVPD" s_squared=2.062 homo_lumo_gap_ev="8.259 / 7.437" relative_energy_kcal_mol=0.0 e_tot_ha=-3592.3263 homo_ev="-23.23 / -22.90" spin_multiplicity=3 total_charge=+2
O -17.924 31.496 -18.441
V -16.921 30.409 -18.906
Br -14.674 31.720 -19.224

***

# 9
21
Properties=species:S:1:pos:R:3 method="wB97M-V/def2-TZVPD" homo_lumo_gap_ev=9.098 relative_energy_kcal_mol=52.7 e_tot_ha=-420.4999 homo_ev=-8.47 spin_multiplicity=1 smiles=Cc1c[nH]cn1.CCO
C 1.273 2.005 -2.684
C 1.296 1.300 -1.347
C 1.162 1.665 0.034
N 1.432 0.494 0.803
C 1.710 -0.504 -0.219
N 1.601 -0.028 -1.448
H 2.221 1.743 -3.136
H 1.142 3.094 -2.569
H 0.380 1.556 -3.133
H 0.968 2.644 0.382
H 1.075 0.527 1.755
H 1.902 -1.421 0.083
C -2.977 -2.569 1.287
C -2.008 -1.395 0.984
O -2.099 -0.430 1.982
H -2.508 -3.518 0.825
H -4.029 -2.285 0.896
H -3.210 -2.670 2.324
H -1.011 -1.788 1.066
H -2.423 -1.098 -0.035
H -1.687 0.380 1.868

***

# 10
108
Properties=species:S:1:pos:R:3 method="wB97M-V/def2-TZVPD" homo_lumo_gap_ev=8.415 relative_energy_kcal_mol=0.0 e_tot_ha=-18578.9373 homo_ev=-9.67 spin_multiplicity=1
C -11.733 3.494 -2.045
Br -9.883 3.585 -1.481
Br -12.910 3.626 -0.523
Br -12.036 1.896 -3.063
H -11.979 4.354 -2.655
C -10.762 7.239 -4.064
Br -12.519 7.146 -3.265
Br -10.780 6.126 -5.663
Br -9.288 6.883 -2.888
H -10.697 8.272 -4.383
C -8.364 12.277 -1.966
C -9.114 11.350 -2.636
C -10.457 11.133 -2.315
C -11.001 11.973 -1.363
C -10.272 12.973 -0.742
C -8.926 13.133 -1.010
N -12.413 11.803 -0.944
O -12.943 10.729 -1.065
O -12.944 12.782 -0.477
H -7.307 12.361 -2.194
H -8.689 10.741 -3.427
H -11.106 10.394 -2.765
H -10.717 13.545 0.061
H -8.345 13.928 -0.570
C -12.901 11.828 -10.116
C -13.919 11.148 -9.455
C -13.711 10.641 -8.194
C -12.439 10.821 -7.636
C -11.413 11.513 -8.263
C -11.683 12.047 -9.523
N -12.161 10.197 -6.333
O -12.978 9.419 -5.893
O -11.118 10.486 -5.773
H -13.157 12.288 -11.063
H -14.883 11.080 -9.941
H -14.484 10.131 -7.640
H -10.470 11.658 -7.761
H -10.845 12.473 -10.062
C -4.686 9.598 -3.755
C -4.167 8.676 -4.653
C -4.602 7.357 -4.623
C -5.511 6.950 -3.640
C -5.970 7.879 -2.714
C -5.584 9.207 -2.776
N -6.117 5.634 -3.688
O -6.399 5.060 -2.657
O -6.360 5.194 -4.790
H -4.402 10.643 -3.778
H -3.294 8.813 -5.277
H -4.187 6.638 -5.316
H -6.632 7.532 -1.932
H -5.908 9.867 -1.984
C -8.159 11.315 -10.313
C -7.336 11.946 -9.380
C -7.337 11.538 -8.063
C -8.145 10.462 -7.693
C -8.964 9.856 -8.633
C -8.996 10.266 -9.957
N -8.061 9.957 -6.330
O -7.312 10.515 -5.561
O -8.774 9.035 -6.035
H -8.168 11.723 -11.317
H -6.804 12.819 -9.732
H -6.715 12.096 -7.377
H -9.608 9.043 -8.314
H -9.683 9.847 -10.676
C -11.426 6.757 -9.100
C -12.707 7.127 -8.664
C -13.493 7.913 -9.483
C -12.987 8.405 -10.678
C -11.746 8.020 -11.134
C -10.911 7.294 -10.261
N -13.845 9.202 -11.558
O -13.306 9.793 -12.472
O -15.036 9.216 -11.365
H -10.842 6.288 -8.318
H -13.201 6.773 -7.770
H -14.446 8.223 -9.070
H -11.445 8.321 -12.127
H -9.888 7.122 -10.568
C -8.795 2.736 -4.701
C -8.032 1.764 -4.106
C -7.794 0.565 -4.790
C -8.441 0.320 -5.968
C -9.449 1.179 -6.439
C -9.590 2.389 -5.811
N -8.132 -0.913 -6.726
O -7.160 -1.567 -6.430
O -8.938 -1.221 -7.595
H -8.888 3.743 -4.321
H -7.511 1.939 -3.175
H -6.993 -0.075 -4.444
H -10.036 0.869 -7.291
H -10.290 3.114 -6.197
C -15.149 5.677 -5.345
C -15.685 6.084 -6.557
C -16.174 5.152 -7.455
C -16.109 3.810 -7.162
C -15.705 3.392 -5.898
C -15.215 4.330 -4.990
N -16.687 2.785 -8.054
O -17.187 3.142 -9.100
O -16.627 1.628 -7.672
H -14.686 6.394 -4.681
H -15.728 7.133 -6.819
H -16.586 5.493 -8.397
H -15.720 2.367 -5.562
H -14.830 3.974 -4.044

***

# 11
29
Properties=species:S:1:pos:R:3 method="wB97M-V/def2-TZVPD" homo_lumo_gap_ev=10.267 relative_energy_kcal_mol=0.0 e_tot_ha=-2417.3188 homo_ev=-12.83 spin_multiplicity=1 total_charge=+1
N 2.297 -2.068 1.239
C 1.138 -1.175 1.190
C 0.232 -1.558 0.002
C -1.092 -0.904 0.127
N -2.295 -1.438 0.322
C -3.238 -0.434 0.406
C -2.597 0.751 0.265
C -3.112 2.150 0.300
C -2.341 3.115 -0.575
F -0.968 3.006 -0.330
N -1.257 0.418 0.092
H 2.439 -2.331 2.208
H 3.134 -1.537 1.017
H 0.549 -1.264 2.100
H 1.445 -0.135 1.077
H 0.675 -1.202 -0.925
H 0.156 -2.637 -0.081
H -2.457 -2.429 0.395
H -4.282 -0.615 0.571
H -3.168 2.503 1.328
H -4.134 2.133 -0.074
H -2.622 4.139 -0.357
H -2.499 2.913 -1.630
H -0.470 1.038 -0.030
C 4.900 -0.491 -1.732
Cl 5.270 -1.991 -2.569
Cl 5.260 -0.670 -0.006
Cl 5.860 0.825 -2.393
Cl 3.176 -0.110 -1.937

***

# 12
14
Properties=species:S:1:pos:R:3 method="wB97M-V/def2-TZVPD" homo_lumo_gap_ev=9.693 relative_energy_kcal_mol=0.0 e_tot_ha=-1019.6962 homo_ev=-9.13 spin_multiplicity=1
C -0.055 -5.036 2.516
C 0.026 -0.152 -1.408
C 0.284 -2.163 0.534
N 0.174 0.812 1.002
O 0.012 -5.518 1.465
O -0.121 -4.568 3.543
F -0.342 -3.103 -0.166
F 0.274 -2.401 1.873
F 1.596 -2.082 0.232
S -0.623 -0.314 0.313
H -0.358 -0.998 -1.945
H -0.323 0.853 -1.681
H 1.082 -0.034 -1.532
H -0.231 1.057 1.955

***

| no. | largest force on an atom (eV Å⁻¹) |
| --- | --- |
| 1 | 0.5 |
| 2 | 0.6 |
| 3 | 4.7 |
| 4 | 1.7 |
| 5 | 1.9 |
| 6 | 4.0 |
| 7 | 0.5 |
| 8 | 3.8 |
| 9 | 6.0 |
| 10 | 2.0 |
| 11 | 0.7 |
| 12 | 3.0 |